1.
Entry from the OMol25 dataset: a structure of composition C29H26BFN5O5SeV at a distorted geometry (ωB97M-V with the def2-TZVPD basis set).

Results
energy relative to the best compared isomer or geometry (same formula, charge and spin)	0.0	kcal/mol
Kohn-Sham gap (alpha / beta)	4.18 / 4.49	eV
multiplicity	2
charge	+1
maximum force	1.29	eV/A

Atoms and positions in Å:
V  0.053  -0.096  -0.017
F  -4.328  -0.619  5.057
C  -3.068  -1.130  4.985
C  -2.358  -0.952  3.828
C  -1.078  -1.507  3.710
C  -0.319  -1.343  2.495
O  -0.858  -0.699  1.517
C  1.002  -1.895  2.462
C  1.445  -2.583  3.548
N  0.719  -2.795  4.674
C  1.302  -3.516  5.779
C  2.092  -4.753  5.492
C  0.741  -4.864  6.135
C  -0.550  -2.233  4.798
C  -1.284  -2.357  5.973
C  -2.564  -1.817  6.085
N  -3.284  -2.009  7.292
C  -4.110  -0.979  7.874
C  -5.602  -1.175  7.621
N  -5.984  -2.581  8.019
C  -5.141  -3.615  7.315
C  -3.682  -3.346  7.662
C  1.982  -1.798  1.315
O  2.994  -2.464  1.331
O  1.675  -0.952  0.361
H  -2.785  -0.407  2.999
H  2.439  -3.006  3.524
H  1.638  -2.879  6.589
H  2.971  -4.926  6.094
H  2.177  -5.070  4.462
H  0.682  -5.128  7.181
H  -0.065  -5.232  5.514
H  -0.864  -2.869  6.828
H  -3.820  -0.003  7.491
H  -3.940  -0.962  8.960
H  -5.851  -1.078  6.569
H  -6.209  -0.492  8.213
H  -6.973  -2.738  7.822
H  -5.865  -2.691  9.029
H  -5.326  -3.496  6.248
H  -5.479  -4.597  7.643
H  -3.058  -4.076  7.152
H  -3.540  -3.495  8.742
Se  -0.482  2.642  -1.860
N  0.089  1.919  -0.304
C  0.432  2.928  0.508
C  0.942  2.778  1.826
C  1.248  3.897  2.532
C  1.068  5.206  1.980
C  0.587  5.385  0.726
C  0.253  4.236  -0.054
N  -0.221  4.285  -1.292
H  1.092  1.788  2.238
H  1.647  3.805  3.533
H  1.332  6.064  2.583
H  0.452  6.367  0.293
O  -1.102  -0.160  -3.053
B  -0.823  -0.898  -1.882
O  -1.145  -2.242  -2.116
C  -1.599  -2.320  -3.410
C  -2.027  -3.426  -4.109
C  -2.439  -3.213  -5.423
C  -2.417  -1.945  -5.994
C  -1.980  -0.834  -5.276
C  -1.577  -1.060  -3.980
H  -2.036  -4.408  -3.657
H  -2.781  -4.054  -6.012
H  -2.742  -1.819  -7.018
H  -1.954  0.155  -5.712

---

2.
Entry from the OMol25 dataset: a structure of composition C29H26BHfN9O7S7 at a distorted geometry (ωB97M-V with the def2-TZVPD basis set).

Results
Kohn-Sham gap	7.17	eV
maximum force	3.98	eV/A

Atoms and positions in Å:
Hf  0.181  -0.695  0.077
O  3.040  -2.008  -2.749
C  2.412  -1.185  -2.075
O  1.417  -1.493  -1.289
C  2.751  0.304  -2.189
C  3.993  0.602  -2.808
C  4.457  1.880  -2.898
C  3.833  2.988  -2.316
C  2.648  2.702  -1.715
C  2.114  1.371  -1.517
O  1.006  1.214  -0.851
N  1.860  3.759  -0.989
O  2.389  4.160  0.032
O  0.744  4.111  -1.403
N  5.713  2.147  -3.589
O  5.878  3.333  -3.809
O  6.388  1.244  -4.004
H  4.501  -0.264  -3.264
H  4.398  3.911  -2.264
C  -2.188  3.722  0.670
N  -3.116  2.646  0.912
C  -4.070  2.547  1.921
C  -4.615  1.283  1.854
N  -3.938  0.603  0.887
B  -4.406  -0.850  0.317
N  -3.895  -1.116  -1.083
C  -4.498  -0.522  -2.157
C  -3.825  -0.875  -3.299
N  -2.758  -1.663  -2.881
C  -1.582  -1.949  -3.753
C  -2.767  -1.682  -1.520
S  -1.588  -2.382  -0.435
C  -2.916  1.425  0.406
S  -1.723  1.045  -0.769
H  -2.725  4.708  0.726
H  -1.657  3.580  -0.253
H  -1.316  3.712  1.360
H  -4.454  3.328  2.559
H  -5.384  0.746  2.370
H  -5.646  -0.817  0.294
H  -4.012  -1.709  1.034
H  -5.431  -0.012  -1.976
H  -3.975  -0.722  -4.333
H  -0.668  -1.690  -3.189
H  -1.546  -1.358  -4.622
H  -1.572  -3.020  -3.941
N  2.051  1.775  1.858
C  2.913  0.841  1.304
C  4.238  1.239  1.140
C  5.219  0.422  0.683
C  4.815  -0.895  0.530
C  3.455  -1.306  0.688
N  2.502  -0.425  1.009
C  0.841  1.601  2.490
C  0.532  2.531  3.515
C  -0.680  2.422  4.095
C  -1.517  1.343  3.814
C  -1.152  0.477  2.752
N  -0.028  0.709  2.072
H  2.492  2.696  1.936
H  4.374  2.275  1.478
H  6.265  0.764  0.601
H  5.449  -1.765  0.257
H  3.168  -2.295  0.563
H  1.285  3.231  3.768
H  -1.039  3.079  4.847
H  -2.464  1.171  4.303
H  -1.827  -0.295  2.417
C  -0.017  -5.731  -0.815
S  0.117  -6.124  1.028
C  -1.035  -4.960  1.676
C  -0.814  -3.679  2.057
S  0.615  -2.705  1.726
S  -2.226  -2.908  2.905
C  -3.391  -4.075  2.518
S  -4.970  -3.857  2.745
S  -2.685  -5.570  1.912
H  -0.963  -6.169  -1.137
H  0.879  -6.165  -1.316
H  0.146  -4.714  -0.897

---

3.
Entry from the OMol25 dataset: a structure of composition C29H26BrIN9O2Zr (ωB97M-V with the def2-TZVPD basis set).

Results
Kohn-Sham gap	7.58	eV
charge	-1
maximum force	0.52	eV/A

Atoms and positions in Å:
Zr  -0.188  -0.347  0.100
C  -2.688  0.386  0.364
C  -2.687  -0.916  -0.193
C  -2.183  -1.809  0.791
C  -1.878  -1.056  1.955
C  -2.185  0.295  1.684
C  -2.158  1.413  2.675
C  -1.480  -1.578  3.299
C  -2.303  -3.299  0.689
C  -3.318  -1.365  -1.477
C  -3.233  1.639  -0.250
H  -1.331  1.316  3.378
H  -3.087  1.423  3.255
H  -2.077  2.385  2.185
H  -0.683  -0.978  3.743
H  -1.123  -2.602  3.241
H  -2.340  -1.539  3.976
H  -1.593  -3.810  1.337
H  -2.131  -3.642  -0.331
H  -3.318  -3.602  0.968
H  -2.600  -1.834  -2.152
H  -3.775  -0.535  -2.014
H  -4.105  -2.095  -1.266
H  -2.478  2.428  -0.292
H  -4.073  2.018  0.340
H  -3.604  1.463  -1.259
I  -1.028  1.154  -2.841
C  0.274  -0.153  -3.777
C  0.762  0.192  -5.003
C  1.552  -0.730  -5.721
C  1.768  -1.972  -5.204
C  1.251  -2.339  -3.936
C  1.436  -3.662  -3.456
C  0.921  -4.015  -2.249
C  0.276  -3.042  -1.444
C  0.089  -1.729  -1.816
C  0.532  -1.405  -3.147
H  0.538  1.161  -5.428
H  1.960  -0.454  -6.685
H  2.341  -2.708  -5.756
H  1.981  -4.371  -4.069
H  1.037  -5.023  -1.869
H  -0.011  -3.372  -0.454
N  3.258  -0.647  1.253
C  3.022  0.260  0.249
N  3.865  1.221  -0.069
N  3.249  1.853  -1.109
N  2.133  1.303  -1.380
N  1.934  0.249  -0.522
C  2.409  -1.659  1.614
N  2.795  -2.660  2.383
N  1.707  -3.464  2.444
N  0.734  -2.967  1.789
N  1.140  -1.794  1.208
H  4.140  -0.593  1.729
Br  2.345  7.477  3.182
C  1.749  5.771  2.604
C  1.269  5.629  1.312
C  0.830  4.383  0.896
C  0.880  3.303  1.766
C  1.382  3.459  3.052
C  1.814  4.702  3.484
C  0.436  1.960  1.316
O  0.704  0.925  1.967
O  -0.216  1.850  0.227
H  1.250  6.478  0.644
H  0.468  4.231  -0.113
H  1.437  2.596  3.702
H  2.205  4.841  4.482

---

| no. | M (g mol⁻¹) |
| --- | --- |
| 1 | 684.3 |
| 2 | 1026.4 |
| 3 | 830.6 |